1.
Here is a structure of composition C36H26N3O9PdTe at a distorted geometry from OMol25. Energies are from wB97M-V/def2-TZVPD.

```
76
C36H26N3O9PdTe (wB97M-V/def2-TZVPD)
Pd 1.19 0.15 1.71
C -2.78 -3.10 -2.53
C -1.80 -2.02 -2.24
C -0.49 -2.19 -2.72
C 0.60 -1.52 -2.19
C 1.94 -1.66 -2.88
O 3.01 -1.69 -2.29
C 1.81 -1.61 -4.40
C 2.68 -2.40 -5.17
C 2.60 -2.51 -6.54
C 1.74 -1.64 -7.23
C 0.93 -0.78 -6.51
C 0.92 -0.82 -5.09
C 0.37 -0.82 -0.92
O 1.32 -0.78 -0.12
C -0.96 -0.26 -0.78
C -2.09 -0.89 -1.42
C -1.18 0.81 0.17
N -0.41 1.25 1.12
C -0.62 2.45 1.95
C 0.61 3.13 2.46
Te 2.61 2.31 2.18
C 2.58 3.20 0.35
C 2.95 2.48 -0.81
C 2.83 3.04 -2.04
C 2.35 4.34 -2.21
C 2.17 5.13 -1.08
C 2.21 4.51 0.25
C -2.52 1.53 0.01
C -3.38 1.64 1.09
C -4.56 2.46 1.04
C -4.81 3.20 -0.09
C -3.94 3.04 -1.19
C -2.82 2.21 -1.20
H -3.22 -3.38 -1.55
H -2.37 -3.93 -3.17
H -3.65 -2.71 -3.13
H -0.33 -2.83 -3.57
H 3.26 -3.14 -4.63
H 3.16 -3.28 -7.14
H 1.53 -1.72 -8.32
H 0.20 -0.15 -7.02
H 0.18 -0.27 -4.46
H -3.07 -0.51 -1.25
H -1.19 2.10 2.82
H -1.31 3.22 1.47
H 0.52 2.98 3.54
H 0.73 4.19 2.14
H 3.48 1.54 -0.66
H 3.07 2.49 -2.96
H 2.09 4.72 -3.22
H 1.79 6.15 -1.25
H 1.88 5.09 1.11
H -3.18 1.10 1.99
H -5.25 2.48 1.86
H -5.68 3.92 -0.13
H -4.22 3.43 -2.17
H -2.29 2.06 -2.14
O 3.78 -2.55 3.69
C 2.79 -1.92 3.40
O 2.71 -1.06 2.45
C 1.58 -2.04 4.34
C 1.80 -2.46 5.67
C 0.71 -3.02 6.37
C -0.61 -3.07 5.80
C -0.79 -2.31 4.64
C 0.25 -1.65 3.85
O -0.15 -0.96 2.86
N -2.19 -2.41 4.07
O -2.65 -3.54 4.09
O -2.70 -1.37 3.66
N 0.95 -3.69 7.62
O 2.10 -3.94 7.92
O -0.07 -3.99 8.27
H 2.80 -2.36 6.11
H -1.50 -3.45 6.32
```

Computed properties:
Expectation value of S²: 6.114
Maximum force (Eh/bohr): 0.06644
Charge: +1
Total energy (a.u.): -2624.1164
Molecular weight (u): 878.636
2S+1: 5
Frontier orbital gap (spin up / spin down) (eV): 6.72 / 5.08

---

2.
Here is a cluster of 13 separate species, C47H125N8O18 in total at a distorted geometry from OMol25. Energies are from wB97M-V/def2-TZVPD.

```
198
C47H125N8O18 (wB97M-V/def2-TZVPD)
C -1.53 2.57 0.59
C -0.78 1.31 1.10
C -1.76 0.48 2.07
C -1.29 -0.95 2.33
C -1.03 -1.76 1.03
C 0.06 -1.03 0.15
N -0.33 0.41 -0.01
O 0.40 1.08 -1.06
C -0.03 -1.88 -1.27
C 1.39 -1.21 0.84
C 0.44 1.83 2.07
H -2.40 2.18 0.05
H -0.99 3.00 -0.25
H -1.88 3.31 1.30
H -2.70 0.30 1.56
H -2.01 0.93 3.03
H -2.03 -1.48 2.93
H -0.37 -1.10 2.89
H -2.04 -1.74 0.62
H -0.90 -2.79 1.35
H 0.44 -2.84 -1.04
H 0.48 -1.58 -2.19
H -1.03 -2.24 -1.48
H 1.59 -0.70 1.78
H 2.19 -0.84 0.19
H 1.55 -2.26 1.06
H 1.37 1.81 1.51
H 0.58 1.27 3.00
H 0.24 2.85 2.39
C -5.50 -0.07 0.79
C -6.28 -1.42 0.94
C -6.89 -1.95 -0.39
O -7.31 -3.30 -0.27
C -7.76 -3.79 -1.55
N -5.36 -2.32 1.47
H -6.13 0.53 0.14
H -4.60 -0.20 0.18
H -5.46 0.43 1.75
H -7.00 -1.22 1.73
H -6.01 -1.88 -1.04
H -7.69 -1.27 -0.69
H -8.55 -4.54 -1.52
H -7.03 -4.28 -2.18
H -8.25 -3.04 -2.17
H -4.84 -1.98 2.26
H -5.73 -3.23 1.71
C 1.24 4.60 -3.48
C -0.28 4.33 -3.24
C -1.29 5.27 -3.86
O -2.61 4.94 -3.54
C -2.98 5.30 -2.24
N -0.64 2.96 -3.22
H 1.83 3.72 -3.22
H 1.65 5.35 -2.80
H 1.33 4.91 -4.52
H -0.32 4.46 -2.16
H -1.10 5.34 -4.93
H -1.05 6.22 -3.38
H -2.39 4.70 -1.55
H -4.06 5.27 -2.14
H -2.66 6.31 -1.96
H -0.10 2.64 -2.43
H -1.56 2.97 -2.79
C -0.36 -6.15 3.41
C 0.44 -4.90 3.69
C 1.79 -5.21 4.46
O 2.55 -4.08 4.77
C 1.88 -2.98 5.32
N 0.88 -4.39 2.38
H 0.15 -6.85 2.74
H -1.27 -5.87 2.88
H -0.55 -6.60 4.38
H -0.21 -4.10 4.04
H 2.39 -5.86 3.83
H 1.60 -5.78 5.37
H 1.11 -3.16 6.07
H 1.33 -2.48 4.53
H 2.57 -2.26 5.76
H 0.19 -3.82 1.91
H 1.74 -3.85 2.43
C 7.44 1.82 4.45
C 6.73 1.61 5.81
C 5.40 0.66 5.75
O 4.60 1.35 4.79
C 3.30 0.88 4.69
N 7.73 0.95 6.68
H 6.73 2.40 3.86
H 7.63 0.93 3.86
H 8.42 2.28 4.60
H 6.50 2.57 6.26
H 4.89 0.66 6.71
H 5.61 -0.36 5.44
H 2.82 1.14 3.75
H 2.72 1.37 5.46
H 3.20 -0.21 4.79
H 8.19 0.31 6.06
H 8.50 1.55 6.94
C -0.98 -3.44 -6.07
C 0.29 -2.57 -6.09
C 0.54 -1.93 -7.52
O 0.25 -0.57 -7.62
C 0.91 0.00 -8.77
N 0.36 -1.62 -4.99
H -1.82 -2.76 -6.21
H -1.15 -3.87 -5.08
H -0.92 -4.14 -6.90
H 1.11 -3.29 -6.01
H 0.09 -2.46 -8.35
H 1.55 -2.25 -7.76
H 0.70 1.06 -8.86
H 0.59 -0.41 -9.74
H 1.97 -0.25 -8.71
H 0.27 -2.15 -4.13
H 1.31 -1.27 -5.03
C -0.38 2.98 5.49
C -0.14 4.40 5.02
C -1.16 5.46 5.66
O -1.14 6.69 4.98
C -1.74 6.81 3.76
N 1.22 4.81 5.29
H -1.27 2.53 5.05
H -0.78 3.09 6.49
H 0.46 2.28 5.49
H -0.27 4.65 3.97
H -0.90 5.59 6.71
H -2.22 5.20 5.78
H -1.07 7.08 2.94
H -2.49 7.60 3.73
H -2.33 5.91 3.55
H 1.82 4.62 4.51
H 1.14 5.82 5.21
C 2.99 -3.85 -2.18
C 3.59 -2.47 -2.59
C 4.66 -2.07 -1.55
O 5.58 -1.15 -2.27
C 6.84 -1.02 -1.66
N 4.24 -2.77 -3.85
H 2.24 -3.99 -2.96
H 2.44 -3.70 -1.25
H 3.59 -4.74 -1.99
H 2.84 -1.69 -2.70
H 5.25 -2.89 -1.15
H 4.02 -1.48 -0.89
H 7.35 -1.97 -1.49
H 6.60 -0.62 -0.67
H 7.50 -0.34 -2.20
H 5.10 -2.28 -3.67
H 4.51 -3.72 -4.05
C 4.47 3.00 -0.99
C 3.89 1.61 -0.86
O 3.13 1.20 -1.94
O 3.40 3.95 -1.11
H 5.08 3.15 -1.88
H 5.04 3.34 -0.13
H 3.27 1.56 0.04
H 4.77 0.98 -0.76
H 2.27 1.08 -1.53
H 2.58 3.45 -1.15
C -3.37 -0.47 -2.39
C -3.49 -1.72 -3.34
O -3.37 -1.27 -4.71
O -2.19 0.31 -2.68
H -3.19 -0.84 -1.38
H -4.23 0.20 -2.45
H -4.52 -2.06 -3.19
H -2.81 -2.55 -3.15
H -4.02 -1.79 -5.20
H -1.64 0.46 -1.90
C 3.45 0.09 -5.12
C 2.40 1.12 -5.37
O 1.31 1.11 -4.44
O 3.18 -1.14 -5.62
H 3.54 0.09 -4.03
H 4.36 0.53 -5.52
H 1.98 1.06 -6.37
H 2.86 2.12 -5.37
H 1.52 1.64 -3.68
H 3.62 -1.80 -5.06
C -3.62 -5.22 -2.00
C -3.40 -4.51 -0.64
O -3.81 -3.20 -0.77
O -3.39 -6.64 -1.96
H -3.07 -4.71 -2.79
H -4.59 -5.04 -2.46
H -2.33 -4.54 -0.42
H -3.80 -5.13 0.16
H -4.42 -2.98 -0.06
H -4.13 -7.04 -1.49
C -5.34 3.30 3.44
C -4.80 3.44 4.81
O -4.13 2.30 5.21
O -4.29 3.59 2.51
H -6.08 4.09 3.33
H -5.79 2.33 3.23
H -5.69 3.57 5.42
H -4.14 4.31 4.85
H -4.78 1.67 5.54
H -3.74 2.81 2.55
```

Computed properties:
ΔE to the lowest compared entry with this formula, charge and spin (kJ/mol): 0.00
Maximum force (Eh/bohr): 0.07845
Charge: -1
Total energy (a.u.): -3657.6220
Molecular weight (u): 1090.555
Frontier orbital gap (eV): 5.02